# 1
Entry from the Open Molecules 2025 dataset: a molecular structure, C50H46ClF3N3O2PSW (wB97M-V/def2-TZVPD).

Output
Kohn-Sham gap (spin up / spin down) in eV: 6.061 / 6.429
Total energy in hartree: -3813.55657
Charge: +2
2S+1: 3

Positions of all 108 atoms, in Å:
W: 0.15091 0.42169 0.02634
C: 1.04716 2.48397 1.11957
C: 1.92170 1.38129 1.30459
C: 2.37708 0.96316 0.00369
C: 1.75730 1.81025 -0.96939
C: 0.99497 2.78390 -0.26742
C: 0.58506 4.12737 -0.76897
C: 2.18305 1.86978 -2.40329
C: 3.64506 0.20356 -0.25454
C: 2.61432 1.05410 2.59692
C: 0.49681 3.38935 2.17095
H: -0.39234 4.43848 -0.41378
H: 0.61916 4.20712 -1.84950
H: 1.32352 4.82628 -0.36232
H: 2.19831 0.88357 -2.86909
H: 3.19476 2.27764 -2.46107
H: 1.53530 2.51411 -2.99320
H: 3.69874 -0.18333 -1.26986
H: 3.80301 -0.61663 0.44341
H: 4.47844 0.90079 -0.13332
H: 2.64207 -0.00460 2.84335
H: 2.16693 1.58640 3.43367
H: 3.64991 1.39225 2.51776
H: -0.53676 3.65880 1.95986
H: 1.08842 4.30901 2.17455
H: 0.55190 2.96186 3.16834
Cl: 1.40016 -1.61106 1.31716
C: 0.95459 -3.33829 1.54494
C: 2.03094 -4.13160 1.89591
C: 1.78796 -5.47385 2.14523
C: 0.49826 -5.97978 2.04881
C: -0.55009 -5.14928 1.68908
C: -0.34191 -3.79639 1.41454
P: -1.65655 -2.66043 0.89019
C: -1.96618 -3.16908 -0.81201
C: -3.17608 -2.58825 -1.43575
C: -3.24546 -2.41796 -2.75080
C: -2.06306 -2.76462 -3.57978
C: -1.03276 -3.76738 -3.03867
C: -1.01612 -3.76503 -1.54231
C: -3.09694 -3.20997 1.84609
C: -3.28347 -2.63284 3.10219
C: -4.34918 -3.01513 3.90216
C: -5.24404 -3.97394 3.44685
C: -5.06812 -4.55431 2.19773
C: -3.99737 -4.17718 1.40041
H: 3.02632 -3.71898 1.98442
H: 2.61036 -6.11871 2.42357
H: 0.31168 -7.02476 2.25522
H: -1.55655 -5.54489 1.62779
H: -4.01308 -2.32999 -0.79711
H: -4.13105 -2.01536 -3.22525
H: -2.34919 -3.02135 -4.59726
H: -1.08888 -4.78442 -3.43209
H: -0.16516 -4.23118 -1.05850
H: -2.57973 -1.89015 3.46680
H: -4.48431 -2.56508 4.87720
H: -6.07818 -4.27225 4.06775
H: -5.76348 -5.30477 1.84603
H: -3.86524 -4.63884 0.42823
C: -2.01152 6.65622 -5.18662
C: -2.11083 5.55510 -4.17041
C: -3.09360 5.57258 -3.18424
C: -3.17977 4.56426 -2.23769
C: -2.25456 3.52678 -2.26746
C: -1.27344 3.48068 -3.24868
C: -1.21060 4.48852 -4.19319
S: -2.44467 2.34168 -0.98289
O: -1.99080 2.91887 0.25645
O: -3.79888 1.86484 -1.03314
N: -1.42170 1.06856 -1.26115
C: -1.58409 0.35337 -2.46926
C: -2.35191 0.68074 -3.55317
C: -2.07539 0.11087 -4.85149
C: -1.25069 -0.93922 -4.97857
C: -0.86159 -1.67068 -3.74509
C: 0.09651 -2.89326 -3.68436
C: 1.32057 -2.65491 -2.87431
C: 1.32168 -1.75278 -1.90150
N: 0.22948 -0.86745 -1.64710
C: -0.69819 -0.75089 -2.58488
H: -2.84347 7.35190 -5.10299
H: -1.99956 6.25235 -6.19927
H: -1.08607 7.21807 -5.04962
H: -3.81015 6.38357 -3.15966
H: -3.96047 4.58268 -1.48836
H: -0.57238 2.65836 -3.28472
H: -0.45169 4.45050 -4.96603
H: -3.09677 1.45946 -3.48832
H: -2.53327 0.56651 -5.71861
H: -1.03746 -1.39195 -5.93930
H: 0.32767 -3.27412 -4.67846
H: 2.21652 -3.23590 -3.05100
H: 2.17650 -1.60353 -1.26530
F: -3.90540 0.66720 5.91559
C: -4.03596 1.49799 4.87425
F: -3.72880 2.72916 5.29040
F: -5.30850 1.48894 4.48748
C: -3.10532 1.08107 3.75563
C: -1.74432 0.97866 4.01252
C: -0.90259 0.66088 2.97263
N: -1.33840 0.43688 1.71833
C: -2.66115 0.45622 1.51112
C: -3.57506 0.78807 2.49280
H: -1.34255 1.14188 5.00333
H: 0.15764 0.54346 3.14226
H: -3.00283 0.18761 0.52347
H: -4.62809 0.81272 2.25321

Mulliken atomic charge list, values in e, 5 entries: 0.7431 0.3035 0.9688 1.4033 0.6571

---

# 2
Entry from the Open Molecules 2025 dataset: a molecular structure, C3H2AgO (wB97M-V/def2-TZVPD).

Output
Kohn-Sham gap (spin up / spin down) in eV: 5.182 / 5.182
Total energy in hartree: -337.52782
Charge: -1

Positions of all 7 atoms, in Å:
O: 1.54630 0.73623 -0.78656
C: 0.78806 1.64878 -1.22850
H: 0.32160 2.19204 -0.29520
C: -2.89315 0.43155 -0.54335
C: -2.05767 0.08193 0.31012
H: -3.77636 0.59451 -1.14117
Ag: 0.48818 0.16123 1.06680

natural (NBO) atomic charge list, values in e, 5 entries: -0.8167 0.0056 -0.0569 -0.5521 -0.5212

---

# 3
Entry from the Open Molecules 2025 dataset: 5 unconnected molecules or ions with the total composition C22H50BrNO16S6 (wB97M-V/def2-TZVPD).

Output
Kohn-Sham gap in eV: 10.167
Total energy in hartree: -7089.91471
SMILES string: [H]/N=C/C[C@@]1(Br)OS(=O)(=O)O[C@@]1(S)CCCCCC.CCOS(C)(=O)=O.CCOS(C)(=O)=O.CCOS(C)(=O)=O.CCOS(C)(=O)=O

Positions of all 96 atoms, in Å:
C: -0.40838 -2.15046 4.41478
C: -1.30132 -0.96642 4.80222
C: -1.69061 -0.13961 3.57858
C: -2.39675 1.17820 3.89460
C: -3.66090 1.10215 4.76083
C: -5.01678 0.86870 4.07780
C: -5.14887 -0.29998 3.09213
S: -4.76950 -1.89267 3.87314
O: -4.20146 -0.14815 2.01962
S: -4.74346 0.81581 0.87968
O: -4.25835 2.13467 1.06821
O: -4.58725 0.16285 -0.36292
O: -6.26204 0.79748 1.36848
C: -6.51331 -0.24720 2.32005
Br: -6.81816 -1.88258 1.27942
C: -7.74377 0.14724 3.14187
C: -9.04982 -0.52192 2.79932
N: -9.48874 -1.43228 3.55271
H: 0.12555 -1.93982 3.48634
H: -1.00181 -3.04990 4.24119
H: 0.33673 -2.38691 5.17539
H: -0.79967 -0.31886 5.52852
H: -2.20632 -1.34782 5.28343
H: -2.29338 -0.75670 2.90645
H: -0.77599 0.09538 3.02432
H: -1.67708 1.80898 4.42594
H: -2.62837 1.70714 2.96639
H: -3.76982 2.07327 5.25074
H: -3.52885 0.37678 5.56654
H: -5.75629 0.70170 4.86220
H: -5.31582 1.78508 3.55840
H: -5.38722 -1.56013 5.01496
H: -7.56280 -0.06703 4.19394
H: -7.84171 1.22824 3.01689
H: -9.58466 -0.15341 1.91882
H: -10.38375 -1.79132 3.21934
O: -5.26237 3.61231 -4.75716
S: -5.41942 4.03596 -3.39684
O: -6.68494 4.56494 -2.98451
O: -4.26358 5.06939 -3.05059
C: -4.05244 6.16615 -3.97479
C: -5.11224 7.23956 -3.86850
C: -4.93215 2.76473 -2.29060
H: -3.98465 5.75708 -4.98350
H: -3.07351 6.54838 -3.69238
H: -6.08886 6.87192 -4.17764
H: -4.83267 8.07307 -4.51434
H: -5.19178 7.60159 -2.84356
H: -3.96284 2.37807 -2.59172
H: -5.68896 1.98621 -2.36093
H: -4.89604 3.17654 -1.28492
O: 0.57845 -1.59655 -1.31814
S: 0.14256 -2.42455 -0.23240
O: 0.73688 -2.23769 1.05662
O: 0.24686 -3.94280 -0.66770
C: 1.50129 -4.39259 -1.25090
C: 2.60290 -4.56418 -0.23279
C: -1.60688 -2.34691 -0.07146
H: 1.77886 -3.69332 -2.04032
H: 1.23607 -5.34040 -1.71465
H: 2.88923 -3.61355 0.21422
H: 3.48053 -4.98423 -0.72597
H: 2.29269 -5.23578 0.56779
H: -2.06022 -2.50692 -1.04550
H: -1.83659 -1.34997 0.30074
H: -1.92189 -3.10114 0.64495
O: 7.35725 -5.85839 -2.57097
S: 7.64936 -5.30607 -1.28109
O: 6.56051 -4.88830 -0.45017
O: 8.68667 -4.12402 -1.44789
C: 8.35378 -3.07772 -2.40862
C: 7.26790 -2.15078 -1.91773
C: 8.68348 -6.40158 -0.37454
H: 8.09148 -3.55848 -3.35156
H: 9.29742 -2.55358 -2.54308
H: 6.32076 -2.67484 -1.80138
H: 7.13328 -1.33947 -2.63206
H: 7.53612 -1.71666 -0.95474
H: 9.51752 -6.70038 -1.00293
H: 8.06636 -7.25977 -0.11703
H: 9.02241 -5.89382 0.52433
O: 6.45454 1.06368 -2.50928
S: 6.28892 2.11074 -3.47540
O: 7.14491 2.12479 -4.62231
O: 6.35280 3.50691 -2.72888
C: 7.46788 3.73449 -1.82651
C: 8.76635 4.00320 -2.55222
C: 4.61238 2.19790 -3.99162
H: 7.54199 2.87970 -1.15351
H: 7.14933 4.59982 -1.24928
H: 9.10463 3.13143 -3.10922
H: 9.52916 4.26488 -1.81772
H: 8.65350 4.83238 -3.25031
H: 3.97255 2.20254 -3.11384
H: 4.43285 1.30977 -4.59399
H: 4.48035 3.09576 -4.58928

Mulliken atomic charge list, values in e, 5 entries: -1.0358 -0.4173 0.4731 -1.0681 -0.9404

---

# 4
Entry from the Open Molecules 2025 dataset: 10 unconnected molecules or ions with the total composition C20H60O10 (wB97M-V/def2-TZVPD).

Output
Kohn-Sham gap (spin up / spin down) in eV: 9.178 / 2.581
Total energy in hartree: -1549.85160
Charge: +1
2S+1: 2

Positions of all 90 atoms, in Å:
C: -1.54751 -3.56455 0.74912
C: -0.93892 -4.61491 -0.21375
O: 0.48004 -4.74116 -0.08750
H: -1.47400 -3.69764 1.82846
H: -2.58999 -3.36355 0.50227
H: -0.96927 -2.67139 0.51248
H: -1.18951 -4.53533 -1.27157
H: -1.35729 -5.60637 -0.04036
H: 0.69754 -5.63255 -0.36984
C: -2.87576 -1.13583 3.64791
C: -3.91699 -2.22098 3.35019
O: -4.13780 -2.85331 4.57310
H: -2.00847 -1.33221 4.27825
H: -3.29088 -0.17646 3.95677
H: -2.24029 -0.92491 2.78780
H: -3.43638 -2.92081 2.66657
H: -4.84283 -1.78931 2.96995
H: -3.26943 -3.22105 4.75284
C: -1.92612 2.56139 4.82337
C: -0.48345 2.11051 4.93741
O: 0.05709 2.58017 3.73319
H: -1.96083 3.61159 5.11315
H: -2.56618 1.90968 5.41809
H: -2.28556 2.41615 3.80464
H: -0.45172 1.02842 5.06456
H: 0.01772 2.61025 5.76637
H: 0.57813 3.35888 3.94229
C: -5.23416 -1.43831 -3.80351
C: -5.09196 -1.64909 -2.27146
O: -3.69527 -1.85673 -1.96729
H: -5.04940 -0.39921 -4.07599
H: -6.27492 -1.39827 -4.12493
H: -4.62080 -2.13397 -4.37619
H: -5.66172 -2.49554 -1.88804
H: -5.60986 -0.83603 -1.76273
H: -3.50366 -2.71717 -2.34745
C: -1.63580 6.31573 2.06507
C: -1.49673 5.38648 0.79360
O: -0.35401 4.51597 0.92188
H: -1.77027 5.82248 3.02773
H: -2.51934 6.95037 1.99660
H: -0.73851 6.91577 2.21646
H: -1.41499 5.92778 -0.14896
H: -2.33531 4.69061 0.81902
H: -0.65192 3.61121 0.80244
C: 3.90000 -2.89852 -0.08919
C: 2.73780 -1.95085 0.32184
O: 1.71434 -2.62571 1.04389
H: 4.32200 -3.34185 0.81274
H: 4.70783 -2.25885 -0.44462
H: 3.60802 -3.67223 -0.79927
H: 2.25592 -1.62065 -0.59841
H: 3.08616 -1.06133 0.84674
H: 1.40611 -3.24998 0.38292
C: -0.66498 0.53605 -1.18233
C: -0.07932 0.56431 0.20449
O: -0.69642 1.65490 0.89196
H: -1.67446 0.13009 -1.24735
H: -0.03257 0.08499 -1.94699
H: -0.84742 1.51936 -1.61583
H: 0.99944 0.71318 0.15731
H: -0.17405 -0.31802 0.83743
H: -0.27091 1.76287 1.74571
C: 3.31954 2.97546 0.81239
C: 3.07522 2.51181 2.21774
O: 4.21205 1.92513 2.80356
H: 3.49340 2.14723 0.12543
H: 4.11685 3.71716 0.76462
H: 2.48090 3.50299 0.35797
H: 2.35234 1.69817 2.27710
H: 2.71919 3.34853 2.81879
H: 4.80163 2.65706 2.99921
C: 0.65256 -1.83245 -4.78613
C: 1.44298 -1.48487 -6.12720
O: 2.67115 -2.12807 -6.09162
H: 1.11691 -1.42398 -3.88856
H: 0.61763 -2.90765 -4.61057
H: -0.31309 -1.32687 -4.78321
H: 1.68960 -0.43506 -5.96858
H: 0.87666 -1.69811 -7.03380
H: 3.34717 -1.76235 -6.66681
C: 4.20490 0.57959 -2.02232
C: 3.97746 0.41283 -3.59222
O: 5.27786 0.32807 -4.08797
H: 3.33852 0.70431 -1.37275
H: 4.87524 1.41491 -1.81986
H: 4.67583 -0.36152 -1.73837
H: 3.61399 1.29401 -4.12091
H: 3.40843 -0.49019 -3.81329
H: 5.24506 0.26901 -5.04560

Mulliken atomic charge list, values in e, 5 entries: -0.3036 -0.4985 -0.6072 0.3224 0.3905